No. 1
110
Properties=species:S:1:pos:R:3 method="wB97M-V/def2-TZVPD" max_force_ev_per_a=5.58 charge=0 energy_ev=-88137.772 e_above_lowest_kj_mol=437.6 gap_ev=10.7
C 2.851 0.452 4.253
O 4.038 0.569 5.049
C 4.254 -0.529 5.940
O 3.407 -1.403 6.178
O 5.494 -0.367 6.506
C 6.168 -1.447 7.223
H 2.303 1.351 4.536
H 2.221 -0.421 4.423
H 3.072 0.451 3.186
H 7.232 -1.212 7.251
H 6.087 -2.448 6.798
H 5.761 -1.420 8.233
C 5.192 2.943 -2.729
O 4.209 1.916 -2.468
C 4.480 1.006 -1.569
O 5.564 0.910 -0.883
O 3.318 0.290 -1.474
C 3.158 -0.792 -0.494
H 5.843 2.666 -3.558
H 5.810 3.147 -1.855
H 4.731 3.867 -3.077
H 3.899 -0.955 0.288
H 3.209 -1.739 -1.032
H 2.329 -0.694 0.206
C 2.723 6.219 -1.948
O 3.246 5.026 -1.372
C 3.252 4.929 -0.038
O 2.834 5.779 0.759
O 3.793 3.706 0.361
C 3.786 3.295 1.715
H 2.729 6.274 -3.037
H 3.359 7.042 -1.624
H 1.687 6.385 -1.653
H 4.116 2.258 1.769
H 2.853 3.339 2.276
H 4.511 3.984 2.149
C 0.351 -3.524 0.131
O 1.637 -3.902 0.667
C 1.999 -3.449 1.837
O 1.314 -2.824 2.626
O 3.281 -3.925 2.020
C 4.038 -3.541 3.160
H 0.546 -3.612 -0.938
H 0.098 -2.507 0.431
H -0.408 -4.266 0.377
H 4.042 -2.460 3.298
H 5.065 -3.880 3.017
H 3.658 -4.049 4.046
C -7.086 -7.361 -2.559
O -5.990 -6.459 -2.292
C -5.281 -6.054 -3.321
O -5.514 -6.237 -4.513
O -4.194 -5.333 -2.818
C -3.388 -4.549 -3.743
H -7.737 -7.729 -1.766
H -6.787 -8.287 -3.049
H -7.721 -6.842 -3.277
H -2.637 -4.081 -3.107
H -4.141 -3.963 -4.269
H -2.780 -5.018 -4.517
C -2.129 3.577 1.662
O -3.330 4.024 2.314
C -3.253 4.398 3.634
O -4.286 4.485 4.351
O -2.022 4.691 4.017
C -1.841 5.412 5.242
H -1.323 4.310 1.628
H -2.367 3.399 0.613
H -1.702 2.604 1.908
H -0.804 5.745 5.277
H -1.991 4.897 6.191
H -2.478 6.294 5.313
C -6.634 -2.728 -2.451
O -6.166 -1.384 -2.325
C -5.056 -1.008 -2.893
O -4.273 -1.708 -3.538
O -4.976 0.371 -2.612
C -3.857 1.059 -3.014
H -7.275 -2.913 -1.590
H -5.829 -3.463 -2.436
H -7.292 -2.897 -3.304
H -4.029 2.125 -3.168
H -3.548 0.660 -3.980
H -3.027 1.047 -2.307
C 0.923 1.610 0.353
O -0.045 0.615 -0.121
C -0.196 0.270 -1.438
O 0.289 0.780 -2.423
O -0.833 -0.831 -1.408
C -1.217 -1.439 -2.599
H 1.712 1.718 -0.392
H 1.262 1.322 1.348
H 0.290 2.497 0.378
H -1.562 -0.694 -3.316
H -1.976 -2.181 -2.350
H -0.377 -2.023 -2.975
C 2.346 1.083 -4.993
N 2.161 -0.369 -5.430
O 1.105 -0.959 -5.159
O 3.170 -1.012 -5.798
H 3.406 1.332 -5.021
H 2.023 1.214 -3.960
H 1.704 1.746 -5.573
C -4.916 0.123 1.204
N -3.630 0.436 1.907
O -2.695 0.656 1.211
O -3.752 0.609 3.137
H -5.045 0.833 0.387
H -5.754 0.052 1.897
H -4.788 -0.906 0.868


No. 2
16
Properties=species:S:1:pos:R:3 method="wB97M-V/def2-TZVPD" max_force_ev_per_a=7.49 charge=+1 energy_ev=-6826.868 e_above_lowest_kj_mol=321.7 gap_ev=11.4
C 1.345 0.966 0.434
C 0.571 1.953 1.038
C -1.040 -1.794 -0.713
C -0.568 0.983 0.457
C 0.301 -0.990 -1.028
N 0.501 0.133 -0.047
H 2.449 0.814 0.747
H 0.805 2.959 0.856
H -1.907 -1.186 -0.793
H -1.349 -2.650 -1.279
H -0.893 -2.196 0.241
H -0.645 0.161 1.218
H 0.711 1.931 2.138
H -1.502 1.066 -0.238
H 0.100 -0.459 -2.042
H 1.120 -1.691 -0.989


No. 3
17
Properties=species:S:1:pos:R:3 method="wB97M-V/def2-TZVPD" max_force_ev_per_a=1.28 charge=0 energy_ev=-10347.471 e_above_lowest_kj_mol=194.6 gap_ev=10.0
O 1.071 2.187 1.286
C -0.064 2.188 0.899
C -0.821 0.933 0.546
N 0.046 -0.203 0.328
C -0.739 -1.384 0.023
N 0.119 -2.507 -0.160
H -0.651 3.126 0.866
H -1.484 0.808 1.413
H -1.431 1.110 -0.337
H 0.583 -0.380 1.172
H -1.278 -1.176 -0.898
H -1.514 -1.581 0.780
H -0.042 -3.278 -0.777
H 1.092 -2.369 0.048
H 2.014 0.756 -2.448
H 1.217 0.603 -1.151
O 1.880 1.167 -1.588


No. 4
87
Properties=species:S:1:pos:R:3 method="wB97M-V/def2-TZVPD" max_force_ev_per_a=7.59 charge=0 energy_ev=-110222.181 gap_ev=8.6
C -1.627 4.048 -1.220
C -0.210 4.013 -1.278
C 0.511 3.535 0.081
P 0.653 4.913 1.375
P 1.112 6.806 0.365
O -0.124 7.709 0.321
O 2.345 7.691 1.106
O 1.631 6.561 -1.254
O -0.266 2.335 0.405
S 0.386 1.254 -0.739
O 0.529 -0.051 -0.028
O -0.421 0.945 -1.953
O 1.892 1.979 -1.090
C 1.994 2.954 -0.016
P 2.695 2.305 1.641
O 1.626 1.989 2.671
O 3.724 3.471 2.365
O 3.568 0.870 1.331
H -2.057 4.456 -0.248
H -2.289 3.688 -2.059
H 0.393 4.335 -2.173
H -0.639 5.062 1.974
H 2.602 7.304 1.969
H 2.610 6.588 -1.268
H 2.656 3.845 -0.309
H 4.376 3.747 1.688
H 3.997 0.668 2.191
C -1.753 -1.757 -2.477
O -3.005 -1.293 -2.990
C -3.279 -1.710 -4.233
O -2.578 -2.413 -4.916
O -4.471 -1.206 -4.586
C -4.894 -1.571 -5.898
H -1.638 -1.359 -1.469
H -1.739 -2.848 -2.422
H -0.927 -1.390 -3.088
H -5.005 -2.654 -5.980
H -4.193 -1.198 -6.647
H -5.866 -1.109 -6.073
C -2.545 -5.617 -3.629
O -1.483 -6.261 -2.925
C -1.826 -7.427 -2.360
O -2.913 -7.943 -2.404
O -0.745 -7.920 -1.738
C -0.962 -9.170 -1.086
H -2.156 -4.687 -4.043
H -2.896 -6.241 -4.453
H -3.367 -5.376 -2.950
H -1.248 -9.937 -1.808
H -1.719 -9.072 -0.306
H -0.023 -9.469 -0.619
C 3.831 10.229 6.599
O 2.578 10.671 6.079
C 2.312 10.232 4.841
O 3.024 9.524 4.172
O 1.117 10.715 4.477
C 0.706 10.322 3.168
H 3.939 10.644 7.600
H 3.856 9.140 6.670
H 4.654 10.594 5.982
H 0.611 9.237 3.104
H 1.406 10.693 2.417
H -0.270 10.766 2.977
C -4.748 -0.649 -0.764
O -5.163 -0.810 0.593
C -4.262 -0.391 1.491
O -3.184 0.087 1.243
O -4.768 -0.597 2.716
C -3.906 -0.193 3.778
H -5.549 -1.018 -1.404
H -4.581 0.406 -0.992
H -3.853 -1.232 -0.963
H -3.707 0.879 3.727
H -2.973 -0.760 3.755
H -4.416 -0.406 4.718
C 3.696 -7.478 -1.497
O 4.754 -8.124 -0.791
C 4.407 -9.290 -0.228
O 3.318 -9.805 -0.272
O 5.486 -9.785 0.396
C 5.262 -11.034 1.046
H 4.089 -6.549 -1.909
H 3.346 -8.101 -2.321
H 2.875 -7.235 -0.820
H 4.973 -11.799 0.323
H 4.502 -10.933 1.824
H 6.198 -11.337 1.515